Entry from the Open Molecules 2025 dataset: C52H55ClCoN10O3P2 as an isolated structure (wB97M-V/def2-TZVPD).

Results
* charge: 0
* ⟨S²⟩: 0.78
* ΔE to the lowest compared entry with this formula, charge and spin: 64.6 kJ/mol
* frontier orbital gap (alpha / beta): 7.62 / 7.67 eV
* spin multiplicity: 2

Each line ends with the Mulliken spin population.
Atoms and positions in Å:
1 Co 0.39816 0.39177 -0.12423  1.08
2 C 3.02978 -1.26933 -1.81006  -0.01
3 P 1.87491 -1.48254 -0.38835  -0.05
4 C 0.83539 -2.75452 -1.24098  0.00
5 N 1.44316 -3.64477 -1.96215  0.00
6 C 0.67015 -4.53992 -2.65273  0.00
7 C 1.29039 -5.55581 -3.40583  0.00
8 C 0.52226 -6.47694 -4.06548  0.00
9 C -0.88531 -6.41329 -4.00075  0.00
10 C -1.50408 -5.42174 -3.28918  0.00
11 C -0.72938 -4.46497 -2.60501  0.00
12 N -1.34822 -3.44452 -1.93341  0.00
13 C -0.60481 -2.61898 -1.26527  0.00
14 P -1.39808 -1.11611 -0.52846  0.04
15 C -2.25658 -0.50512 -2.02707  0.00
16 C -2.88945 -1.65451 0.49285  0.01
17 C -2.54640 -2.69358 1.54863  0.00
18 C -4.00574 -2.23251 -0.38918  0.00
19 C -3.39841 -0.38644 1.18496  0.01
20 C 3.10281 -2.12196 0.90429  0.00
21 C 4.29718 -1.14199 0.80130  0.00
22 C 2.61502 -2.09053 2.35738  0.00
23 C 3.57053 -3.53656 0.57077  0.00
24 H 3.60869 -2.18101 -1.94613  0.00
25 H 3.70846 -0.43254 -1.67754  0.00
26 H 2.44796 -1.11397 -2.71536  0.00
27 H 2.37217 -5.58761 -3.42578  0.00
28 H 0.99471 -7.26599 -4.63616  0.00
29 H -1.47682 -7.15675 -4.51897  0.00
30 H -2.58195 -5.34913 -3.22509  0.00
31 H -2.64088 -1.33170 -2.62226  0.00
32 H -1.57293 0.09460 -2.61560  0.00
33 H -3.07790 0.14760 -1.73748  0.00
34 H -2.25022 -3.63467 1.08918  0.00
35 H -3.44493 -2.87501 2.14513  0.00
36 H -1.74354 -2.38757 2.21649  0.00
37 H -3.64424 -3.05023 -1.01116  0.00
38 H -4.47091 -1.48287 -1.02854  0.00
39 H -4.78390 -2.62460 0.27082  0.00
40 H -2.68941 -0.01948 1.92850  0.00
41 H -4.33309 -0.62229 1.70117  0.00
42 H -3.60351 0.42752 0.48884  0.00
43 H 3.97917 -0.09623 0.71540  0.00
44 H 4.94704 -1.36683 -0.04272  0.00
45 H 4.89347 -1.22101 1.71065  0.00
46 H 2.03820 -1.19993 2.57779  0.01
47 H 3.49348 -2.08717 3.00896  0.00
48 H 1.99470 -2.93978 2.61639  0.00
49 H 3.91923 -3.64108 -0.45743  0.00
50 H 2.76271 -4.24377 0.73989  0.00
51 H 4.39897 -3.80071 1.23519  0.00
52 C 1.72459 2.62379 4.67873  0.00
53 N 1.20835 1.67306 3.69729  0.00
54 C 1.45433 1.61111 2.38873  0.00
55 N 0.71036 0.66639 1.84563  -0.02
56 C 0.02576 0.14714 2.90172  0.01
57 N 0.29590 0.73889 4.04013  0.00
58 C 1.98121 3.96941 4.04264  0.00
59 C 3.18946 4.62372 4.23502  0.00
60 C 3.44463 5.83530 3.60314  0.00
61 C 2.50985 6.37866 2.73835  0.00
62 C 1.29768 5.72480 2.53855  0.00
63 C 1.02550 4.54453 3.21120  0.00
64 C 0.33269 6.20692 1.53205  0.00
65 N -0.67568 6.99101 1.64321  0.00
66 N -1.25887 7.05846 0.37864  0.00
67 C -0.55319 6.30477 -0.38812  0.00
68 O 0.48436 5.72904 0.26862  0.00
69 C -0.74343 5.98579 -1.80305  0.00
70 C -1.83446 6.50689 -2.49226  0.00
71 C -2.03528 6.14705 -3.81250  0.00
72 C -1.16919 5.25795 -4.43742  0.00
73 C -0.07499 4.74396 -3.75480  0.00
74 C 0.84484 3.74891 -4.43209  0.00
75 N 1.24492 2.68765 -3.51730  0.00
76 C 0.53924 1.62697 -3.12649  0.01
77 N 1.11442 1.05968 -2.08011  0.00
78 C 2.20833 1.84615 -1.87737  0.05
79 N 2.31840 2.84786 -2.71282  0.00
80 C 0.14199 5.12403 -2.43692  0.00
81 H 2.64030 2.23000 5.11990  0.00
82 H 0.96817 2.67366 5.46102  0.00
83 H 2.12692 2.27674 1.87446  -0.01
84 H -0.65397 -0.68523 2.81374  0.01
85 H 3.94304 4.18158 4.87590  0.00
86 H 4.38745 6.33974 3.76584  0.00
87 H 2.71624 7.30128 2.21196  0.00
88 H 0.07265 4.05644 3.04613  0.00
89 H -2.51938 7.17021 -1.98179  0.00
90 H -2.88542 6.53916 -4.35428  0.00
91 H -1.35699 4.95680 -5.46178  0.00
92 H 1.76565 4.20719 -4.79005  0.00
93 H 0.33800 3.29142 -5.28099  0.00
94 H -0.37382 1.32454 -3.60879  0.00
95 H 2.92653 1.67128 -1.09294  -0.04
96 H 0.98693 4.73092 -1.88908  0.00
97 Cl -2.80075 3.08541 -2.00291  0.00
98 C -2.88641 2.96799 -0.25312  -0.01
99 C -4.10486 3.29321 0.32369  0.01
100 C -4.24033 3.28132 1.70111  -0.01
101 C -3.13851 2.96334 2.48307  0.00
102 C -1.93540 2.63842 1.88423  -0.01
103 C -1.76128 2.60158 0.49449  0.05
104 C -0.46535 2.23391 -0.12631  -0.06
105 H -4.93591 3.56114 -0.31464  0.00
106 H -5.19081 3.52814 2.15420  0.00
107 H -3.21686 2.96436 3.56290  0.00
108 H -1.09475 2.38067 2.51468  0.00
109 H 0.33700 2.78306 0.38867  -0.04
110 H -0.47822 2.59751 -1.14957  -0.01
111 O 0.11531 -4.15903 3.17021  0.00
112 C 0.15179 -4.23815 1.93455  0.00
113 O 0.38546 -3.27819 1.13509  0.01
114 C -0.11311 -5.60472 1.32072  0.00
115 C -0.98834 -6.47350 1.96700  0.00
116 C -1.28871 -7.71019 1.41705  0.00
117 C -0.69426 -8.10620 0.22466  0.00
118 C 0.19741 -7.25602 -0.41291  0.00
119 C 0.47599 -6.00824 0.12997  0.00
120 H -1.41861 -6.15744 2.90848  0.00
121 H -1.98229 -8.37226 1.92102  0.00
122 H -0.92277 -9.07524 -0.20189  0.00
123 H 0.67158 -7.55922 -1.33888  0.00
124 H 1.16094 -5.34017 -0.37335  0.00